# 1
A molecular structure, C26H47IrN7OPS. Source: the Open Molecules 2025 dataset; level of theory: ωB97M-V with the def2-TZVPD basis set.

Computed properties:
Molar mass, g/mol: 729.0
E_HOMO (alpha / beta), eV: -9.04 / -8.87
ΔE to the lowest compared entry with this formula, charge and spin, kcal per mole: 24.64
Largest force on an atom, eV Å⁻¹: 3.15
Net charge: +1
Multiplicity: 2
Frontier orbital gap (alpha / beta), eV: 6.325 / 6.119
E, eV: -63157.808

XYZ file:
```
84
Properties=species:S:1:pos:R:3:forces:R:3
Ir -0.0357 -0.8737 -1.3748 0.81 2.12 -0.47
O -0.2732 -2.0212 -3.1534 -1.20 0.38 0.39
N -1.4162 -1.5860 -3.7588 -0.20 1.09 -2.95
C -2.1535 -2.4897 -4.5043 1.06 0.81 1.48
C -3.0802 -2.0798 -5.4075 -0.80 0.96 -0.67
C -3.2929 -0.7026 -5.6698 1.27 -0.46 1.05
C -2.4920 0.2128 -4.9840 -1.49 -0.54 -1.19
C -1.5601 -0.2043 -4.0703 1.33 -1.64 1.92
S -0.5592 0.9114 -3.2086 -0.12 -1.73 1.08
H -1.9418 -3.5214 -4.2832 0.09 -0.11 0.03
H -3.6540 -2.8147 -5.9469 -0.03 -0.16 0.03
H -4.0235 -0.3756 -6.3866 -0.16 0.03 -0.13
H -2.5913 1.2751 -5.1490 0.03 0.03 -0.03
N 0.2610 -0.2790 0.4424 0.06 -0.35 -0.74
P -0.6855 0.1444 1.6168 -0.98 -0.08 0.68
N -1.9404 1.1561 1.1423 0.54 -0.62 0.01
C -3.1080 1.5028 1.9258 0.08 0.25 0.41
C -3.1999 3.0220 2.0923 -0.20 -0.13 -0.14
C -3.1964 3.7141 0.7299 0.24 0.14 0.18
C -1.9649 3.2869 -0.0624 -0.33 -0.22 -0.01
C -1.9644 1.7642 -0.1678 0.62 0.23 -0.31
N 0.2116 0.8580 2.8429 -0.30 -0.34 -0.56
C -0.4597 1.2963 4.0526 -0.07 -0.06 0.48
C 0.5482 1.3783 5.1968 -0.14 0.06 -0.06
C 1.7753 2.2159 4.7923 -0.02 0.14 -0.06
C 1.5904 2.8249 3.4047 0.08 -0.23 0.05
C 1.3056 1.7212 2.3943 0.27 0.10 -0.22
N -1.4914 -1.0602 2.4941 0.66 0.97 -0.56
C -2.5194 -1.7804 1.7783 -0.39 -0.27 -0.33
C -1.9279 -2.8791 0.8919 0.11 0.19 -0.24
C -0.8222 -3.6519 1.6288 -0.07 -0.05 0.11
C -0.8699 -3.3839 3.1301 0.09 0.11 -0.19
C -0.6972 -1.8881 3.3960 0.22 -0.15 0.48
H -3.0551 1.0117 2.8966 -0.08 -0.05 -0.03
H -4.0064 1.1407 1.4023 0.02 0.00 0.08
H -2.3443 3.3703 2.6757 0.01 0.00 0.04
H -4.1049 3.2700 2.6474 -0.04 0.04 0.05
H -3.2160 4.7969 0.8589 -0.09 0.03 -0.02
H -4.0915 3.4253 0.1745 -0.10 0.04 -0.04
H -1.0576 3.6218 0.4479 0.07 -0.02 0.00
H -1.9698 3.7182 -1.0626 0.00 0.08 -0.09
H -1.0892 1.4106 -0.7219 -0.43 0.17 0.12
H -2.8749 1.4430 -0.6957 0.10 -0.04 -0.11
H -1.2359 0.5716 4.2966 -0.01 0.09 0.01
H -0.9497 2.2691 3.9185 -0.03 -0.06 0.00
H 0.8581 0.3664 5.4593 -0.04 -0.03 0.05
H 0.0538 1.8118 6.0680 0.00 -0.05 0.02
H 2.6618 1.5809 4.7703 0.09 0.02 0.05
H 1.9577 3.0097 5.5163 0.07 -0.04 0.06
H 2.4942 3.3577 3.1071 -0.02 0.05 -0.06
H 0.7729 3.5462 3.4130 0.00 0.09 -0.02
H 2.2002 1.0986 2.2719 0.02 0.12 -0.07
H 1.0664 2.1478 1.4130 0.12 0.06 0.02
H -3.0693 -1.0683 1.1605 -0.12 -0.09 0.08
H -3.2142 -2.2036 2.5117 -0.06 0.07 -0.10
H -1.4930 -2.3922 -0.0050 -0.36 -0.40 0.32
H -2.7248 -3.5445 0.5593 -0.05 -0.03 -0.05
H 0.1543 -3.3310 1.2580 0.04 -0.02 -0.04
H -0.9163 -4.7220 1.4442 0.08 -0.02 -0.08
H -0.0670 -3.9248 3.6341 -0.07 0.01 0.08
H -1.8150 -3.7360 3.5503 0.03 -0.03 0.00
H 0.3534 -1.6036 3.2789 -0.07 -0.17 0.13
H -0.9898 -1.6686 4.4309 0.13 -0.02 0.02
C 4.4258 -2.0692 -2.7299 -0.18 -0.87 0.20
C 2.9753 -2.0568 -2.1934 -0.13 -0.16 0.06
N 2.4490 -0.7083 -2.2527 -0.51 -0.11 0.04
C 3.2120 0.1811 -1.4010 -0.17 0.05 0.24
C 4.6903 0.1863 -1.8539 -0.06 0.55 0.72
N 4.7956 -0.6702 -3.0615 0.74 0.00 -0.27
C 3.9147 -0.1526 -4.1378 -0.47 0.33 -0.63
C 2.4627 -0.2351 -3.6235 -0.17 0.09 -0.13
H 4.5153 -2.6774 -3.6314 0.11 0.17 0.00
H 5.1267 -2.4465 -1.9838 0.06 0.13 -0.11
H 2.9331 -2.4004 -1.1598 0.02 -0.02 -0.03
H 2.3204 -2.6935 -2.7902 0.11 -0.04 0.04
H 3.1107 -0.1564 -0.3690 -0.02 0.06 -0.01
H 2.7689 1.1747 -1.4673 0.06 -0.01 0.03
H 5.3496 -0.2210 -1.0860 0.03 -0.04 -0.15
H 5.0279 1.1937 -2.1046 0.07 -0.16 -0.11
H 5.7630 -0.6547 -3.3900 -0.13 -0.01 0.05
H 4.0650 -0.7525 -5.0368 0.13 -0.02 0.14
H 4.2014 0.8778 -4.3597 0.14 -0.14 0.10
H 1.8558 -0.9224 -4.2144 0.04 0.09 -0.04
H 1.9740 0.7396 -3.6556 0.12 -0.14 -0.10
```
Positions in Å, forces in eV/Å.

# 2
A molecular structure, C26H47LaO2Si2. Source: the Open Molecules 2025 dataset; level of theory: ωB97M-V with the def2-TZVPD basis set.

Computed properties:
Molar mass, g/mol: 586.7
E_HOMO, eV: -7.44
ΔE to the lowest compared entry with this formula, charge and spin, kcal per mole: 4.60
Largest force on an atom, eV Å⁻¹: 3.08
Net charge: 0
Frontier orbital gap, eV: 7.812
E, eV: -48433.657

XYZ file:
```
78
Properties=species:S:1:pos:R:3:forces:R:3
O 1.2430 -3.2400 -2.4358 1.99 -2.18 -0.87
C 2.5435 -3.9742 -2.2282 1.31 0.09 1.63
C 2.5349 -4.8684 -3.4155 -1.25 0.77 -0.12
H 2.5218 -4.5142 -1.2630 0.09 0.61 -0.57
H 3.4415 -3.3561 -2.3420 -0.62 0.21 0.71
C 1.1465 -4.1688 -3.5508 -0.72 -1.23 -1.90
H 2.4990 -5.9271 -3.1458 0.12 0.19 -0.57
H 3.2556 -4.5611 -4.1927 -0.32 -0.57 0.38
C 0.1034 -5.2388 -3.3275 -0.33 0.18 -0.35
H 0.2677 -5.6855 -2.3504 -0.12 -0.11 0.11
H 0.2795 -5.9987 -4.1005 -0.32 0.05 0.22
H -0.9227 -4.8632 -3.3992 0.09 -0.04 0.06
C 1.0338 -3.5027 -4.9004 -0.31 -0.05 -0.27
H 1.7704 -2.7181 -5.0538 0.20 0.04 0.18
H 0.0560 -3.0719 -5.0878 -0.29 0.11 0.07
H 1.2110 -4.2774 -5.6537 -0.08 0.14 -0.02
La -0.8692 0.4507 -0.1798 1.36 0.55 1.49
C -1.2797 2.8672 -1.2348 0.58 -0.21 -0.38
C -0.0689 3.0542 -0.5190 0.13 0.08 -0.42
C 0.9588 2.3215 -1.1607 -0.47 0.50 -0.44
H 0.0473 3.6508 0.3672 0.01 0.05 0.10
C 0.3871 1.6690 -2.2891 -0.37 0.60 -0.07
C -0.9959 2.0134 -2.3350 0.69 0.45 -0.14
H -1.6954 1.6895 -3.0900 0.02 0.02 0.01
H -2.2572 3.2365 -0.9596 0.05 0.13 0.00
H 2.0194 2.4056 -0.9642 -0.15 -0.13 0.24
H 0.9373 1.1336 -3.0529 -0.11 -0.13 0.12
C -3.3747 -0.4009 0.0131 0.03 -0.63 -0.67
C -3.1833 -0.0281 -1.3507 0.01 -1.29 0.26
C -2.3128 -1.0019 -1.9430 -0.35 -0.51 0.86
H -3.6106 0.8324 -1.8485 -0.07 -0.15 0.07
C -1.9304 -1.9438 -0.9248 -1.13 0.29 -0.34
C -2.6012 -1.5678 0.2896 -0.36 -0.13 -1.00
H -2.6022 -2.1414 1.2131 0.10 0.26 -0.14
H -3.9850 0.1355 0.7111 -0.14 0.10 0.23
H -2.0532 -1.0807 -2.9937 0.14 0.17 0.22
H -1.3410 -2.8502 -1.0961 -0.09 0.50 0.15
O 3.1820 -2.5380 -0.3674 -0.30 2.22 0.67
C 2.6517 -1.4302 -1.1035 0.42 0.24 -0.67
C 3.6241 -0.2575 -1.0112 -0.25 -0.81 0.45
H 1.6721 -1.1082 -0.7659 -0.59 -0.19 0.54
H 2.5259 -1.7465 -2.1235 -0.16 0.24 -0.06
C 4.2042 -0.5065 0.3930 0.45 -0.29 0.18
H 3.0951 0.7094 -1.1248 0.52 -0.63 0.08
H 4.3505 -0.3982 -1.8090 0.24 0.31 0.10
C 3.7766 -1.9538 0.8091 -0.07 -0.33 -0.50
H 3.8406 0.2541 1.0561 -0.38 0.19 0.64
H 5.2808 -0.4016 0.4364 0.28 -0.07 -0.18
H 3.0499 -1.9903 1.6428 0.30 0.24 -0.28
H 4.5867 -2.6680 1.0123 0.07 0.66 0.38
C -0.3890 1.0532 4.8992 0.21 -0.43 0.32
Si -0.1381 1.4199 3.0694 -1.08 0.75 0.04
C 0.9427 2.9641 3.1283 0.53 -0.03 -0.04
C 0.8681 -0.0084 2.2941 0.29 -0.10 0.13
C -1.6962 1.6330 2.1025 0.33 0.14 0.00
Si -2.7130 3.1670 2.4214 0.34 -0.49 -0.09
C -1.9658 4.8396 1.9621 0.10 0.13 -0.16
C -4.2981 3.0476 1.4258 -0.33 0.12 -0.06
C -3.2651 3.4753 4.2026 -0.22 0.01 0.12
H 0.5649 1.1677 5.4394 -0.21 -0.08 -0.09
H -0.7389 0.0256 5.0725 -0.02 0.20 0.01
H -1.1109 1.7367 5.3683 0.16 -0.17 -0.26
H 1.7162 2.7884 3.8991 -0.19 0.15 -0.31
H 1.4630 3.1704 2.1813 -0.14 0.04 0.20
H 0.3908 3.8703 3.4255 0.11 -0.41 -0.11
H 0.2835 -0.8240 1.8246 0.18 0.11 0.29
H 1.6477 0.3432 1.6014 -0.18 -0.09 -0.02
H 1.3984 -0.4861 3.1218 0.10 -0.13 -0.11
H -2.3296 0.7471 2.2980 -0.03 0.17 0.16
H -1.6358 4.9087 0.9196 -0.05 0.02 0.13
H -2.7821 5.5680 2.0934 0.22 -0.13 -0.03
H -1.1381 5.1639 2.6050 -0.15 -0.10 -0.13
H -5.0537 2.4794 1.9866 0.09 0.06 -0.21
H -4.6992 4.0568 1.2471 -0.03 -0.28 -0.01
H -4.1352 2.5573 0.4580 -0.09 0.11 0.13
H -4.0170 2.7475 4.5356 0.19 0.05 -0.02
H -2.4448 3.4756 4.9283 -0.08 0.02 -0.11
H -3.7389 4.4680 4.2397 0.07 -0.18 0.05
```
Positions in Å, forces in eV/Å.

# 3
9 unconnected molecules or ions with the total composition C26H48BCl5F16NO10. Source: the Open Molecules 2025 dataset; level of theory: ωB97M-V with the def2-TZVPD basis set.

Computed properties:
Molar mass, g/mol: 1026.7
E_HOMO, eV: -5.71
Largest force on an atom, eV Å⁻¹: 2.93
Net charge: -1
Frontier orbital gap, eV: 7.147
E, eV: -156463.379

XYZ file:
```
107
Properties=species:S:1:pos:R:3:forces:R:3
C 0.3223 0.5189 2.3792 -0.46 -0.44 1.33
O 0.2620 -0.4186 1.3388 0.61 0.11 0.13
C -0.9923 -1.0620 1.1980 0.97 -0.52 -0.95
C -0.8665 -1.8881 -0.0705 -0.29 0.20 -0.79
N -0.6206 -0.9574 -1.2293 2.00 0.63 -0.25
H -1.4383 -0.4586 -1.6074 -0.73 -0.67 0.25
H 0.0720 -0.2675 -0.9064 -0.67 0.42 0.82
C 0.2555 -1.4232 -2.3892 -1.22 -2.11 0.15
C 1.7237 -1.5873 -1.9701 -1.31 0.86 0.16
O 2.0328 -0.3752 -1.2975 1.05 0.06 -0.67
C 3.3312 -0.3132 -0.7297 0.35 -0.98 0.34
H 0.2226 0.0799 3.3880 -0.32 -0.56 -0.21
H -0.5313 1.2006 2.3195 0.44 0.57 -0.22
H 1.3179 0.9431 2.4876 -0.25 0.47 -0.96
H -1.7757 -0.3187 1.0219 -0.30 -0.19 0.49
H -1.1559 -1.7695 2.0135 -0.39 0.37 0.21
H -1.7869 -2.4477 -0.2246 0.05 0.09 -0.40
H -0.0107 -2.5582 -0.1116 0.00 -0.07 0.57
H -0.0438 -0.7582 -3.1946 0.73 0.04 -0.22
H -0.1026 -2.4231 -2.6494 -0.22 0.15 -0.41
H 2.3436 -1.8164 -2.8400 0.04 0.31 -0.08
H 1.8088 -2.4317 -1.2788 0.06 0.01 0.05
H 3.1798 -0.1637 0.3388 0.39 0.43 0.00
H 4.0546 0.3537 -1.2044 -0.76 0.82 0.06
H 3.9131 -1.2378 -0.8392 -0.60 -0.44 0.10
B -3.9320 -0.8362 -1.6770 0.41 0.17 -0.12
H -3.1867 -1.1791 -0.8489 0.73 -0.58 1.32
H -4.8005 -1.5821 -1.8337 -1.28 -0.86 0.22
H -4.2305 0.2592 -1.4260 -0.64 1.54 0.33
H -3.3759 -0.8729 -2.6958 1.01 0.23 -1.33
Cl -2.4737 -3.7279 -4.6263 0.71 -0.65 -0.03
O -3.7307 -3.3860 -5.2102 -0.30 -0.14 -0.35
O -2.5802 -3.7026 -3.1935 0.21 0.22 0.57
O -2.0334 -5.0595 -5.0186 -0.35 0.28 -0.21
O -1.4622 -2.7802 -5.0687 0.21 0.27 0.14
C -5.8395 -1.7064 3.0989 -1.29 -0.35 0.33
C -4.6473 -2.6270 3.2477 0.86 -0.25 -0.91
C -4.8136 -3.8830 2.3414 -0.17 0.05 -0.42
F -3.7205 -4.6791 2.3965 -0.13 0.09 0.45
F -5.9110 -4.6098 2.7006 0.31 0.18 0.33
F -3.4822 -2.0556 2.7964 -0.42 0.27 -0.07
F -4.3997 -2.9052 4.5515 -0.62 -0.20 -0.15
O -6.1893 -1.5518 1.7210 0.38 0.86 0.22
C -6.7918 -0.3540 1.4685 -0.06 0.30 -1.69
C -7.0010 -0.2086 -0.0632 1.56 -2.48 -0.09
F -7.4579 -1.4137 -0.5512 -0.92 0.59 0.34
F -7.8166 0.7872 -0.4067 -0.12 0.07 0.24
F -7.9327 -0.2026 2.1682 -0.19 -0.04 0.45
F -5.9923 0.7057 1.7897 0.00 -0.09 0.61
H -5.7500 -0.7475 3.6090 0.54 -0.09 -0.04
H -6.7074 -2.2160 3.5306 0.29 -0.09 0.41
H -4.9482 -3.5730 1.3011 0.05 0.16 0.14
H -5.9908 -0.1962 -0.4871 -0.03 1.02 -0.26
C 5.1481 2.0341 4.1903 -1.08 1.93 1.07
C 3.7827 1.5266 4.6886 2.61 -0.79 0.33
C 3.8467 -0.0143 4.8772 -1.96 0.11 -1.30
F 4.9929 -0.4297 5.4322 -0.25 0.16 0.55
F 2.7290 -0.3895 5.5686 0.63 -0.02 0.79
F 3.5565 2.1641 5.8623 -0.46 -0.11 -0.14
F 2.8309 1.8207 3.7978 -0.44 0.10 0.08
O 5.6022 1.2225 3.1453 0.34 0.11 -0.70
C 6.4048 1.8420 2.2000 -0.63 -1.75 1.11
C 6.9024 0.7485 1.2510 0.20 -1.19 0.29
F 5.8770 0.0875 0.6541 -0.07 0.61 -0.12
F 7.7233 1.2557 0.3212 -0.16 0.34 -0.24
F 5.7223 2.7876 1.5695 0.32 0.79 -0.19
F 7.4888 2.3160 2.8484 0.10 0.91 -0.44
H 5.8154 2.2358 5.0334 0.38 -1.29 0.01
H 4.9507 3.0939 3.9708 -0.14 -0.24 -1.09
H 3.6875 -0.5096 3.9149 0.62 0.19 -0.16
H 7.4408 -0.0142 1.8165 0.14 0.22 0.21
C -3.0158 2.9749 3.4435 0.29 0.62 0.32
C -4.4173 3.2871 3.9649 0.13 -0.04 0.13
C -4.1564 3.5033 5.4704 -0.14 0.31 -0.28
O -2.7435 3.4478 5.6603 0.04 0.23 0.69
C -2.1568 3.7954 4.4353 -0.06 -0.45 -0.95
H -2.8732 3.2957 2.4127 0.03 -0.40 -0.09
H -2.8016 1.9230 3.6316 0.23 -0.04 -0.43
H -5.1493 2.4899 3.8494 0.10 -0.02 -0.38
H -4.7755 4.1753 3.4444 -0.21 0.06 0.27
H -4.6239 2.7181 6.0619 0.13 0.05 0.18
H -4.5332 4.4798 5.7873 -0.03 -0.02 0.17
H -1.0926 3.5541 4.4141 -0.09 -0.38 0.28
H -2.1870 4.8756 4.2308 -0.41 0.04 0.04
C 2.8922 -2.5028 -6.5858 -1.41 0.02 -0.41
C 3.2572 -1.0349 -6.4471 0.52 0.00 0.34
C 1.9640 -0.2565 -6.6066 -0.59 -0.56 -0.46
O 1.2325 -1.0617 -7.5324 0.32 0.84 -0.66
C 1.4628 -2.4089 -7.1849 -0.52 -0.58 0.75
H 2.7886 -2.9892 -5.6171 0.46 -0.27 -0.12
H 3.5354 -3.0258 -7.2898 0.27 -0.16 0.41
H 3.8727 -0.7919 -7.3144 0.31 0.32 0.32
H 3.7719 -0.8726 -5.4980 0.22 0.37 -0.19
H 2.1554 0.7298 -7.0315 -0.23 -0.02 -0.17
H 1.3192 -0.1276 -5.7303 0.42 -0.10 0.41
H 1.2848 -3.0582 -8.0422 0.13 0.25 -0.17
H 0.7188 -2.6938 -6.4304 0.05 -0.08 0.00
C 5.4448 2.1647 -4.9582 -0.85 0.34 -0.32
Cl 5.3460 1.4012 -3.3572 0.07 0.07 -0.32
Cl 6.7845 1.6048 -5.9476 0.19 0.09 0.19
H 4.5425 1.9667 -5.5317 -0.05 -0.45 0.28
H 5.4424 3.2430 -4.8267 0.60 -0.05 0.15
C 2.8255 3.7281 -0.7297 0.61 -0.04 -0.22
Cl 2.7928 5.0569 -1.9123 -0.10 -0.21 0.03
Cl 1.9562 4.1408 0.7475 0.00 -0.17 -0.06
H 2.4435 2.8177 -1.1821 -0.40 0.19 0.03
H 3.8725 3.5563 -0.4975 -0.06 0.12 0.21
```
Positions in Å, forces in eV/Å.